No. 1
This record from the Open Molecules 2025 dataset describes a molecular structure, C36H47N4O4PS3W. The level of theory is the ωB97M-V functional and the def2-TZVPD basis.

As for the HOMO-LUMO gap (alpha / beta): 6.40 / 6.39 eV. The total energy comes out at -95855.7272 eV. As for the largest force on an atom: 0.80 eV/Å. Its charge is +2. The LUMO energy (alpha / beta) is -0.225 / -0.225 Ha. The calculation puts the energy above the lowest of the compared OMol25 structures with the same formula, charge and spin at 0.0 kcal/mol.

Atoms and positions in Å:
W: 1.58962 0.12667 -0.79615
C: 4.47340 -4.27049 3.37826
C: 3.72355 -3.07618 2.85936
C: 2.66968 -2.53296 3.56917
C: 1.99548 -1.39058 3.10677
C: 0.75443 -0.93441 3.70750
N: 0.57590 0.22841 4.22306
C: 1.63594 1.16421 4.63883
C: 1.81110 2.44947 3.83696
C: 0.55192 3.22344 3.44227
N: 0.19004 2.87450 2.07283
C: -0.81165 3.36464 1.38015
C: -0.97237 3.23036 0.00049
C: -2.27236 3.61583 -0.62402
C: -2.21292 3.88992 -2.09705
C: -3.32949 4.69671 -2.67850
C: -1.21008 3.38599 -2.81577
C: -0.15924 2.56826 -2.22128
C: 0.72734 1.90119 -3.00589
N: 1.63483 0.96147 -2.60330
C: 2.78535 0.80457 -3.50805
C: 3.99738 1.50413 -2.89908
C: 4.54143 0.71963 -1.71687
N: 3.47999 0.28714 -0.81490
C: 3.37853 -1.00180 -0.30488
C: 3.36812 -1.41455 1.12075
C: 4.04304 -2.51189 1.61470
C: 2.33572 -0.84650 1.86901
O: 1.55702 0.05787 1.24966
C: -0.01698 2.58774 -0.78495
O: 1.03585 2.04762 -0.24079
H: 3.83506 -4.89779 3.99925
H: 4.85543 -4.87662 2.55755
H: 5.32582 -3.95922 3.98430
H: 2.35780 -2.99649 4.49851
H: -0.11651 -1.58700 3.71132
H: -0.36511 0.45071 4.52770
H: 1.39574 1.41042 5.67418
H: 2.56743 0.60210 4.63428
H: 2.42855 3.08934 4.46802
H: 2.40398 2.25229 2.94180
H: -0.28873 3.04138 4.11785
H: 0.77025 4.29090 3.49019
H: 0.86244 2.33411 1.53343
H: -1.56312 3.91763 1.93998
H: -2.69563 4.48674 -0.11660
H: -3.35774 5.69366 -2.23251
H: -3.22164 4.80700 -3.75580
H: -4.29406 4.22426 -2.47449
H: -1.17428 3.55193 -3.88739
H: 0.70114 2.09618 -4.07565
H: 2.98349 -0.25952 -3.65620
H: 2.54484 1.24196 -4.47709
H: 4.78946 1.59066 -3.64372
H: 3.71642 2.51833 -2.60654
H: 5.02757 -0.19212 -2.08156
H: 5.28572 1.28712 -1.15726
H: 3.73071 -1.77607 -0.98750
H: 4.80420 -2.98246 1.00163
C: -2.05670 -0.50972 -3.44006
C: -3.49687 -0.24895 -3.07218
C: -4.06285 1.03593 -3.62966
O: -3.67556 -0.29094 -1.61611
P: -3.05184 0.38704 -0.35734
S: -3.65467 2.39162 -0.21641
S: -1.16164 -0.05358 0.06513
O: -3.87615 -0.22872 0.81735
C: -5.25987 -0.76318 0.86372
C: -6.25542 0.20682 0.26895
C: -5.29549 -2.14396 0.24894
H: -1.98437 -0.63125 -4.52159
H: -1.68514 -1.41703 -2.96508
H: -1.42698 0.32910 -3.14373
H: -4.11217 -1.09055 -3.38906
H: -3.45044 1.89002 -3.34146
H: -5.08531 1.19468 -3.28840
H: -4.07362 0.97310 -4.71843
H: -5.41664 -0.83433 1.93865
H: -6.10905 0.31849 -0.80525
H: -6.19715 1.18302 0.74917
H: -7.25991 -0.18541 0.43089
H: -5.20049 -2.09994 -0.83431
H: -6.25064 -2.61052 0.49263
H: -4.49936 -2.76796 0.65351
S: 1.17891 -1.85518 -1.93511
C: 1.43434 -3.22305 -0.80761
C: 0.61263 -3.38206 0.30205
C: 0.82103 -4.46283 1.14787
C: 1.83319 -5.37674 0.88872
C: 2.64263 -5.21341 -0.22651
C: 2.44713 -4.13441 -1.07829
H: -0.19640 -2.68453 0.48516
H: 0.17507 -4.60265 2.00620
H: 1.97932 -6.22597 1.54314
H: 3.42178 -5.93190 -0.44505
H: 3.06889 -4.01097 -1.95642



No. 2
This record from the Open Molecules 2025 dataset describes a gas-phase ion, C3H3O2 (charge +1) at a distorted geometry. The level of theory is the ωB97M-V functional and the def2-TZVPD basis.

As for the HOMO-LUMO gap: 9.27 eV. The total energy comes out at -7242.0742 eV. As for the largest force on an atom: 2.51 eV/Å. Its charge is +1. The LUMO energy is -0.243 Ha. The calculation puts the energy above the lowest of the compared OMol25 structures with the same formula, charge and spin at 82.3 kcal/mol.

Atoms and positions in Å:
C: 0.31664 0.47072 0.90822
C: -1.03211 -0.40967 0.17168
C: 0.11837 0.14296 -0.45190
O: -0.91780 0.41640 1.39379
O: 0.69540 -0.05029 -1.58676
H: 1.17317 0.36506 1.47391
H: -1.40379 -1.51440 0.30521
H: 1.05012 0.57922 -2.21415



No. 3
This record from the Open Molecules 2025 dataset describes a molecular structure, C35H44Cl2HfNOP3 at a distorted geometry. The level of theory is the ωB97M-V functional and the def2-TZVPD basis.

As for the HOMO-LUMO gap (alpha / beta): 4.66 / 4.69 eV. The total energy comes out at -94749.0931 eV. As for the largest force on an atom: 12.37 eV/Å. Its charge is +2. The LUMO energy (alpha / beta) is -0.251 / -0.250 Ha. The calculation puts the energy above the lowest of the compared OMol25 structures with the same formula, charge and spin at 14.3 kcal/mol.

Atoms and positions in Å:
P: 2.39483 0.88270 -1.40410
C: 2.49239 1.30887 -3.09163
C: 2.88484 2.62767 -3.38403
H: 2.94702 3.36541 -2.56675
C: 3.22549 2.94033 -4.69197
H: 3.58182 3.94208 -4.90976
C: 3.11683 1.96250 -5.69478
H: 3.40903 2.22025 -6.70909
C: 2.64171 0.67563 -5.40828
H: 2.54899 -0.05806 -6.18954
C: 2.29431 0.33866 -4.10581
H: 1.89097 -0.63505 -3.84523
C: 2.05442 2.28815 -0.30250
C: 1.00073 3.18422 -0.58074
H: 0.39694 3.04166 -1.48798
C: 0.75904 4.23644 0.28347
H: -0.05072 4.91720 0.06417
C: 1.56850 4.43636 1.39285
H: 1.40483 5.29212 2.04783
C: 2.61865 3.56974 1.65944
H: 3.28643 3.73135 2.50606
C: 2.86305 2.47819 0.83821
H: 3.71935 1.79681 1.01906
C: 3.58266 -0.26046 -0.75797
C: 4.90121 0.12090 -1.10281
H: 5.04141 1.00284 -1.72775
C: 5.94803 -0.64019 -0.60434
H: 6.96265 -0.30982 -0.84833
C: 5.69624 -1.76998 0.17136
H: 6.54238 -2.34427 0.54617
C: 4.39193 -2.16114 0.45922
H: 4.20781 -3.05819 1.04966
C: 3.31302 -1.42308 0.00987
H: 2.27758 -1.71437 0.18809
Hf: -2.03808 -1.39579 -0.76083
C: -2.06152 -0.78883 1.72348
C: -1.21110 -0.00375 2.39290
H: -2.97282 -1.22812 2.13975
C: -0.01308 0.50420 1.60697
O: 1.13842 -0.17326 2.17071
H: 1.93728 -0.05951 1.63202
C: -0.31053 0.16805 0.20948
H: 0.16841 1.60036 1.72579
C: -0.25558 -0.68079 -0.87022
Cl: -4.05937 -2.13478 -0.18667
Cl: -1.81982 -2.08036 -3.08747
P: -3.16159 0.99191 -1.26696
C: -4.72838 0.62551 -2.12519
H: -5.46768 0.24751 -1.41116
H: -4.55565 -0.15009 -2.87937
H: -5.10953 1.52898 -2.61427
C: -3.72327 1.98221 0.15416
H: -2.85877 2.38136 0.69990
H: -4.29368 1.34507 0.84050
H: -4.35608 2.81816 -0.17646
C: -2.41999 2.23477 -2.36635
H: -1.80660 1.73186 -3.12598
H: -1.78765 2.92871 -1.79737
H: -3.22019 2.79774 -2.86934
P: -1.28489 0.56057 4.12389
C: -2.91542 0.34740 4.74298
C: -0.80073 2.31272 4.07022
H: -3.22397 -0.68485 4.58685
H: -3.60064 1.02001 4.23000
H: -2.90001 0.57826 5.80895
H: 0.24464 2.43386 3.72478
H: -0.89643 2.72167 5.09341
H: -1.47636 2.86323 3.38866
C: -0.03590 -0.39131 4.99927
H: -0.33070 -1.45064 4.95743
H: 0.00683 -0.04706 6.04928
H: 0.93767 -0.27017 4.49797
H: -0.18489 -0.52062 -1.98707
N: -0.83387 -3.17022 0.12544
C: -1.63954 -4.36526 0.02587
C: -1.74440 -4.97201 -1.21740
C: -2.64422 -6.02316 -1.37666
C: -3.39244 -6.45289 -0.28238
C: -3.25827 -5.83931 0.96799
C: -2.36665 -4.78578 1.12177
H: 0.08027 -3.30152 -0.39493
H: -0.55310 -2.95090 1.07714
H: -1.16751 -4.56856 -2.06651
H: -2.74572 -6.49133 -2.34944
H: -4.09722 -7.28910 -0.40590
H: -3.84899 -6.18602 1.81233
H: -2.25506 -4.25362 2.09596



No. 4
This record from the Open Molecules 2025 dataset describes a molecular structure, C12H33Br2MnN3O3 at a distorted geometry. The level of theory is the ωB97M-V functional and the def2-TZVPD basis.

As for the HOMO-LUMO gap (alpha / beta): 8.85 / 3.41 eV. The total energy comes out at -194990.3172 eV. As for the largest force on an atom: 3.33 eV/Å. Its charge is +1. The LUMO energy (alpha / beta) is -0.082 / -0.284 Ha. The calculation puts the energy above the lowest of the compared OMol25 structures with the same formula, charge and spin at 7.9 kcal/mol. As for the expectation value of S²: 12.006. Its multiplicity is 7.

Atoms and positions in Å:
Mn: 0.33192 0.08054 0.42167
Br: -0.54762 -0.59106 3.01042
Br: 1.80399 0.40132 -1.91900
C: 2.45754 -3.78332 0.80331
C: 1.95745 -2.38853 1.05888
C: 2.99388 -1.24697 1.11104
O: 2.26966 0.01331 1.39320
C: 3.23027 0.95202 1.81042
N: 0.87062 -2.11688 0.19058
H: 1.69480 -4.50136 0.50205
H: 2.88776 -4.12026 1.74644
H: 3.24841 -3.91432 0.06475
H: 1.51005 -2.40860 2.05263
H: 3.47400 -1.18191 0.13464
H: 3.89665 -1.39772 1.70295
H: 2.80160 1.95370 1.84142
H: 4.00838 0.99443 1.04829
H: 3.65688 0.72808 2.78816
H: 1.22973 -2.55711 -0.64449
H: 0.12109 -2.77457 0.35097
C: -3.65304 -0.72283 -0.01905
C: -2.27258 -1.35055 -0.40551
C: -2.39818 -2.53862 -1.41632
O: -1.89303 -3.83536 -0.96962
C: -2.48876 -4.98179 -1.69983
N: -1.41488 -0.28186 -0.84856
H: -3.53173 0.30792 0.31405
H: -4.18949 -1.30057 0.73364
H: -4.42762 -0.64872 -0.78235
H: -1.75735 -1.73117 0.47640
H: -1.89838 -2.30397 -2.35614
H: -3.45033 -2.58983 -1.69637
H: -2.18818 -5.01857 -2.74692
H: -3.57766 -4.93475 -1.71239
H: -2.21471 -5.86417 -1.12156
H: -0.89884 -0.73799 -1.58730
H: -2.03748 0.35033 -1.33105
C: -1.96505 3.12713 -0.09496
C: -0.50127 3.19900 -0.25052
C: 0.04947 4.70707 0.09152
O: 1.41401 4.61351 0.19824
C: 2.08559 5.05671 -0.87864
N: -0.00526 2.19507 0.68719
H: -2.39706 3.71961 0.71153
H: -2.42446 2.16000 0.10926
H: -2.22241 3.48807 -1.09075
H: -0.20824 2.88260 -1.25158
H: -0.39191 4.99497 1.04566
H: -0.34202 5.40261 -0.65082
H: 1.62748 4.84461 -1.84468
H: 3.03637 4.52373 -0.87140
H: 2.31930 6.11982 -0.82145
H: -0.48373 2.32570 1.56703
H: 0.80437 2.68153 1.04491



- charge of number 2 (C3H3O2)?
  +1